P.
A structure of composition C34H44BaBr4NO6P. Source: OMol25; level of theory: wB97M-V/def2-TZVPD.

Each line ends with the Löwdin charge.
Cartesian coordinates (Å):
Ba: -1.092 -0.819 1.119  1.83
C: 0.315 0.632 4.836  -0.10
O: -0.826 0.694 4.008  -0.22
C: -1.539 1.893 4.206  -0.22
C: -0.774 3.128 3.897  -0.24
O: -0.186 3.122 2.627  -0.18
C: -1.059 3.482 1.527  -0.06
H: 0.056 1.030 5.797  0.07
H: 1.195 1.120 4.405  0.08
H: 0.594 -0.453 5.050  0.11
H: -1.813 1.963 5.273  0.13
H: -2.438 1.837 3.540  0.10
H: 0.039 3.327 4.600  0.12
H: -1.478 3.960 4.045  0.13
H: -0.818 4.491 1.248  0.09
H: -2.078 3.421 1.860  0.02
H: -0.931 2.768 0.737  0.05
C: -1.310 2.051 -1.945  -0.12
C: -1.096 1.039 -3.097  -0.56
C: -0.283 1.694 -4.193  -0.14
P: -0.450 -0.564 -2.449  1.06
C: -0.968 -1.759 -3.782  -0.56
C: -0.894 -1.415 -5.252  -0.14
C: -0.253 -3.101 -3.544  -0.12
C: 1.361 -0.513 -2.628  -0.31
C: 2.019 -0.650 -3.858  -0.07
C: 3.431 -0.633 -3.910  -0.28
C: 4.222 -0.525 -5.220  -0.08
C: 4.121 -0.669 -2.689  -0.09
C: 3.503 -0.530 -1.496  -0.04
C: 2.079 -0.418 -1.418  -0.33
N: 1.398 -0.228 -0.255  -0.08
C: 2.132 -0.004 0.893  -0.33
C: 2.479 -1.084 1.718  -0.21
C: 2.277 -2.532 1.248  -0.05
C: 3.089 -0.869 2.954  -0.02
C: 3.449 0.422 3.356  -0.34
C: 4.115 0.621 4.642  -0.09
C: 3.119 1.491 2.536  -0.04
C: 2.445 1.305 1.343  -0.20
C: 2.068 2.451 0.461  -0.04
H: -1.688 3.017 -2.356  0.09
H: -0.370 2.217 -1.412  0.05
H: -2.013 1.710 -1.233  0.04
H: -2.124 0.837 -3.511  0.12
H: 0.665 1.971 -3.787  0.06
H: -0.828 2.597 -4.551  0.08
H: -0.103 1.037 -5.051  0.05
H: -2.062 -1.912 -3.564  0.11
H: 0.120 -1.409 -5.588  0.04
H: -1.348 -0.482 -5.490  0.04
H: -1.432 -2.239 -5.811  0.09
H: 0.787 -3.018 -3.859  0.07
H: -0.759 -3.941 -4.074  0.08
H: -0.234 -3.351 -2.505  0.04
H: 1.466 -0.724 -4.752  0.06
H: 3.716 -0.992 -6.080  0.06
H: 5.227 -0.900 -5.071  0.05
H: 4.297 0.512 -5.554  0.06
H: 5.194 -0.752 -2.722  0.09
H: 4.056 -0.366 -0.585  0.11
H: 1.260 -2.824 1.079  0.01
H: 2.775 -3.195 1.967  0.07
H: 2.775 -2.621 0.284  0.07
H: 3.349 -1.700 3.582  0.10
H: 5.202 0.738 4.552  0.07
H: 3.990 -0.304 5.237  0.08
H: 3.715 1.443 5.242  0.07
H: 3.254 2.527 2.898  0.12
H: 2.357 3.395 0.949  0.08
H: 1.003 2.468 0.276  0.03
H: 2.477 2.395 -0.537  0.08
Br: -8.674 -1.056 0.210  0.54
C: -6.881 -0.356 0.703  -0.71
C: -6.691 0.898 1.182  -0.71
Br: -8.221 2.070 1.660  0.54
C: -5.352 1.323 1.465  -0.60
Br: -4.874 3.080 2.075  0.71
C: -4.181 0.535 1.323  -0.47
O: -2.997 0.966 1.646  -0.36
C: -4.425 -0.827 0.832  -0.46
O: -3.397 -1.623 0.680  -0.40
C: -5.744 -1.211 0.515  -0.63
Br: -5.805 -2.902 -0.385  0.68
C: -1.531 -4.121 0.079  -0.34
O: -0.848 -3.308 1.014  -0.69
C: 0.174 -3.381 3.580  0.01
O: 0.813 -4.280 3.819  0.03
H: -2.348 -3.532 -0.446  0.04
H: -2.140 -4.944 0.543  0.05
H: -0.821 -4.639 -0.659  0.05

## Properties
* LUMO energy (spin up / spin down): 0.14627 / 0.14629 Ha
* Kohn-Sham gap (spin up / spin down): 5.80 / 5.80 eV
* total charge: -2
* highest occupied orbital energy (spin up / spin down): -1.819 / -1.819 eV

---

Q.
A structure of composition C34H44BaBr4NO6P. Source: OMol25; level of theory: wB97M-V/def2-TZVPD.

Each line ends with the Löwdin charge.
Cartesian coordinates (Å):
Ba: 12.450 12.167 12.418  1.90
C: 9.978 12.511 15.606  -0.09
O: 10.843 11.572 14.978  -0.27
C: 11.336 10.570 15.861  -0.19
C: 12.248 11.128 16.994  -0.21
O: 13.392 11.835 16.586  -0.18
C: 14.421 11.025 16.014  -0.07
H: 9.955 12.366 16.694  0.08
H: 8.959 12.519 15.270  0.06
H: 10.364 13.501 15.420  0.07
H: 11.894 9.884 15.239  0.09
H: 10.520 9.944 16.325  0.14
H: 12.564 10.234 17.570  0.13
H: 11.702 11.774 17.652  0.10
H: 14.977 10.534 16.814  0.09
H: 15.107 11.722 15.457  0.11
H: 13.986 10.317 15.313  0.06
C: 6.993 10.337 12.010  -0.11
C: 8.329 10.888 12.527  -0.56
C: 9.323 9.739 12.540  -0.13
P: 9.047 12.348 11.670  1.04
C: 7.912 13.742 12.033  -0.58
C: 8.062 14.866 11.071  -0.15
C: 6.448 13.664 12.487  -0.12
C: 9.076 12.055 9.868  -0.29
C: 7.902 12.096 9.056  -0.08
C: 7.904 12.076 7.662  -0.32
C: 6.713 12.366 6.785  -0.08
C: 9.185 11.833 7.116  -0.08
C: 10.322 11.622 7.877  -0.05
C: 10.370 11.750 9.285  -0.37
N: 11.480 11.625 10.011  -0.14
C: 12.754 11.827 9.459  -0.36
C: 13.668 10.771 9.313  -0.22
C: 13.154 9.380 9.597  -0.02
C: 15.029 11.053 9.168  0.00
C: 15.480 12.384 8.897  -0.28
C: 16.918 12.580 8.471  -0.08
C: 14.560 13.416 8.993  -0.01
C: 13.238 13.141 9.379  -0.25
C: 12.239 14.243 9.393  -0.05
H: 6.744 9.434 12.606  0.08
H: 7.122 10.041 10.978  0.07
H: 6.250 11.122 12.078  0.04
H: 8.333 11.243 13.571  0.08
H: 9.546 9.388 11.568  0.06
H: 8.898 8.887 13.080  0.08
H: 10.258 9.975 13.072  0.05
H: 8.441 14.167 12.906  0.08
H: 7.858 14.704 10.033  0.05
H: 9.148 15.297 11.098  0.11
H: 7.516 15.777 11.389  0.07
H: 5.802 13.305 11.665  0.07
H: 6.070 14.648 12.751  0.06
H: 6.317 13.023 13.331  0.05
H: 6.951 12.183 9.615  0.10
H: 6.942 11.969 5.732  0.09
H: 6.591 13.411 6.673  0.05
H: 5.813 11.868 7.122  0.06
H: 9.305 11.753 6.017  0.10
H: 11.244 11.388 7.341  0.11
H: 13.197 9.199 10.656  0.06
H: 13.703 8.599 9.083  0.08
H: 12.095 9.366 9.363  0.07
H: 15.747 10.195 9.045  0.13
H: 17.062 13.657 8.316  0.06
H: 17.109 12.053 7.521  0.07
H: 17.653 12.188 9.256  0.07
H: 14.861 14.435 8.755  0.11
H: 12.751 15.124 8.975  0.08
H: 11.873 14.514 10.353  0.03
H: 11.349 14.022 8.778  0.09
Br: 16.747 5.926 13.437  0.53
C: 16.294 7.854 13.305  -0.69
C: 17.172 8.779 12.808  -0.69
Br: 19.068 8.416 12.278  0.53
C: 16.732 10.136 12.556  -0.62
Br: 17.906 11.670 12.458  0.67
C: 15.398 10.499 12.757  -0.51
O: 14.991 11.733 12.734  -0.35
C: 14.418 9.467 13.073  -0.51
O: 13.213 9.794 13.344  -0.34
C: 14.875 8.165 13.437  -0.63
Br: 13.600 6.898 14.119  0.64
C: 11.852 17.116 13.649  -0.14
O: 10.949 15.993 13.654  -0.22
C: 11.484 14.803 13.138  -0.44
O: 12.560 14.939 12.469  -0.29
H: 12.744 16.846 14.259  0.09
H: 11.340 17.886 14.267  0.07
H: 12.016 17.579 12.671  0.07

## Properties
* LUMO energy: 0.14495 Ha
* Kohn-Sham gap: 5.76 eV
* total charge: -2
* highest occupied orbital energy: -1.818 eV

---

From most stable to least stable, the computed energies give P, Q.